{
  "formula": "C38H68O9",
  "method": "the ωB97M-V functional and the def2-TZVPD basis",
  "fmax_ev_per_a": 0.631,
  "e_tot_ha": -2165.7243,
  "elements": ["C", "C", "C", "C", "C", "C", "C", "O", "C", "C", "C", "O", "H", "H", "H", "H", "H", "H", "H", "H", "H", "H", "H", "H", "C", "C", "C", "O", "C", "H", "H", "H", "H", "H", "H", "H", "H", "C", "C", "C", "O", "C", "H", "H", "H", "H", "H", "H", "H", "H", "C", "C", "C", "O", "C", "H", "H", "H", "H", "H", "H", "H", "H", "C", "C", "C", "O", "C", "H", "H", "H", "H", "H", "H", "H", "H", "C", "C", "C", "O", "C", "H", "H", "H", "H", "H", "H", "H", "H", "C", "C", "C", "O", "C", "H", "H", "H", "H", "H", "H", "H", "H", "C", "C", "C", "O", "C", "H", "H", "H", "H", "H", "H", "H", "H"],
  "positions_angstrom": [[0.3750, -3.0778, 0.4239], [0.2595, -1.7087, -0.2587], [1.6266, -0.9834, -0.2632], [-0.8130, -0.7990, 0.3653], [-2.1627, -1.4396, 0.4740], [-2.5816, -2.2336, 1.4640], [-3.9514, -2.7947, 1.4315], [-4.5920, -3.0228, 2.4333], [-4.5156, -3.0207, 0.0693], [-4.1290, -2.2214, -0.9186], [-3.1586, -1.1390, -0.6082], [-3.2002, -0.0587, -1.1468], [0.3784, -2.9561, 1.5107], [-0.4732, -3.7206, 0.1858], [1.2944, -3.5712, 0.1168], [-0.0488, -1.8987, -1.2910], [2.3718, -1.5807, 0.2560], [1.5437, -0.0204, 0.2395], [1.9459, -0.8427, -1.2909], [-0.4840, -0.3966, 1.3253], [-0.9284, 0.0604, -0.3001], [-1.9432, -2.4609, 2.3078], [-5.2305, -3.8236, -0.0493], [-4.5082, -2.3112, -1.9278], [5.6942, -1.7059, -3.1178], [5.3782, -3.1318, -3.5534], [4.9038, -3.7570, -2.2488], [4.2840, -2.7039, -1.5044], [4.5840, -1.4420, -2.1098], [5.7012, -0.9947, -3.9417], [6.6701, -1.6684, -2.6255], [4.5781, -3.1267, -4.2939], [6.2318, -3.6528, -3.9846], [5.7433, -4.1516, -1.6653], [4.1799, -4.5596, -2.3962], [3.6844, -1.0681, -2.6077], [4.8694, -0.7336, -1.3308], [7.0833, -1.1289, -8.1012], [6.7806, -2.5487, -8.5780], [6.2674, -3.1949, -7.2978], [5.6298, -2.1571, -6.5542], [5.9439, -0.8839, -7.1237], [7.1137, -0.3925, -8.9028], [8.0395, -1.1023, -7.5759], [5.9957, -2.5337, -9.3372], [7.6446, -3.0669, -8.9918], [7.0951, -3.5989, -6.7023], [5.5493, -3.9961, -7.4776], [5.0600, -0.4938, -7.6407], [6.2155, -0.1968, -6.3219], [-3.8991, 3.2313, 0.8096], [-3.3882, 4.4531, 0.0514], [-2.1456, 4.8129, 0.8560], [-1.6312, 3.5772, 1.3708], [-2.5998, 2.5411, 1.1923], [-4.5561, 2.5904, 0.2217], [-4.4418, 3.5496, 1.7028], [-3.1166, 4.1756, -0.9699], [-4.1075, 5.2694, 0.0058], [-2.3933, 5.4672, 1.6979], [-1.3704, 5.2934, 0.2577], [-2.2603, 1.8681, 0.3988], [-2.6807, 1.9691, 2.1206], [-8.4511, 2.5438, 0.4499], [-8.5327, 2.1207, 1.9152], [-7.3533, 2.8741, 2.5152], [-7.2170, 4.0763, 1.7558], [-8.0171, 3.9983, 0.5749], [-9.3880, 2.4304, -0.0933], [-7.6838, 1.9627, -0.0667], [-9.4692, 2.4685, 2.3565], [-8.4638, 1.0445, 2.0660], [-6.4277, 2.2931, 2.4273], [-7.4994, 3.1339, 3.5644], [-8.8809, 4.6621, 0.6891], [-7.4269, 4.3427, -0.2752], [-6.1036, -2.5306, 6.4053], [-4.7021, -2.6504, 5.8117], [-3.8345, -2.2639, 7.0022], [-4.5415, -2.6845, 8.1711], [-5.8808, -3.0385, 7.8241], [-6.8570, -3.1032, 5.8667], [-6.4170, -1.4842, 6.4223], [-4.5058, -3.6830, 5.5172], [-4.5376, -2.0186, 4.9420], [-3.6892, -1.1787, 7.0514], [-2.8543, -2.7421, 6.9907], [-5.9826, -4.1283, 7.8740], [-6.5630, -2.5951, 8.5507], [10.6884, -1.1273, -4.1052], [9.9043, -0.6036, -2.9038], [8.8900, 0.3124, -3.5751], [8.6269, -0.2565, -4.8596], [9.5874, -1.2738, -5.1469], [11.2123, -2.0624, -3.9138], [11.4210, -0.3853, -4.4297], [9.3947, -1.4280, -2.3997], [10.5187, -0.0840, -2.1705], [9.2933, 1.3214, -3.7116], [7.9518, 0.3870, -3.0236], [9.0982, -2.2521, -5.0715], [9.9467, -1.1447, -6.1689], [-3.5384, 4.1024, 5.4978], [-2.0304, 3.9094, 5.6494], [-1.4991, 4.7369, 4.4857], [-2.4321, 5.8113, 4.3017], [-3.6194, 5.5565, 5.0516], [-4.1003, 3.9112, 6.4112], [-3.9245, 3.4450, 4.7145], [-1.6920, 4.3231, 6.6022], [-1.7157, 2.8679, 5.5994], [-1.4629, 4.1476, 3.5668], [-0.5095, 5.1548, 4.6762], [-3.6477, 6.2328, 5.9135], [-4.4868, 5.7624, 4.4225]],
  "atomic_forces_ev_per_a": [[-0.3203, 0.2911, 0.0974], [0.1676, -0.3336, 0.1499], [-0.6075, -0.1702, 0.0099], [-0.1929, 0.2903, -0.2500], [0.0233, -0.1166, 0.1309], [0.2570, 0.2178, -0.1764], [-0.0236, 0.0356, 0.0370], [0.0617, -0.2649, 0.0260], [0.0865, -0.0316, -0.0616], [-0.1030, -0.2422, 0.0232], [0.0367, -0.0780, 0.1038], [0.0858, 0.0483, -0.3448], [0.2119, -0.0478, 0.0297], [0.0330, -0.0510, -0.0383], [0.0111, -0.0811, -0.0041], [0.0567, 0.0673, -0.0530], [0.1328, 0.0303, -0.0526], [0.1241, 0.1128, -0.1068], [0.2147, 0.1805, 0.0461], [0.0397, -0.2381, 0.1190], [0.0600, 0.0807, 0.1109], [-0.1677, 0.0617, 0.1924], [-0.1607, 0.1009, 0.0336], [-0.0838, 0.1949, -0.0089], [0.0489, 0.0125, 0.0449], [-0.0471, -0.0629, 0.0011], [0.0733, 0.0634, 0.0285], [-0.0231, 0.0217, 0.0208], [0.0530, -0.1003, -0.0623], [0.0077, -0.0253, -0.0287], [-0.0087, -0.0030, 0.0031], [0.0174, 0.0114, -0.0167], [0.0106, 0.0039, -0.0141], [0.0038, -0.0200, -0.0211], [-0.0269, 0.0122, 0.0265], [0.0157, 0.0528, -0.0481], [-0.0385, -0.0143, 0.0364], [0.0549, -0.0320, 0.0032], [-0.0275, 0.0309, -0.0268], [0.0575, 0.0349, 0.0375], [-0.0600, -0.0013, -0.0071], [-0.0008, 0.0579, -0.0235], [-0.0119, -0.0089, -0.0186], [-0.0154, 0.0175, 0.0126], [-0.0040, -0.0052, 0.0075], [0.0140, 0.0040, 0.0068], [0.0068, -0.0237, -0.0232], [-0.0173, 0.0054, 0.0175], [-0.0064, -0.0126, 0.0075], [0.0211, -0.0286, 0.0169], [-0.0887, 0.0340, 0.0983], [0.0400, -0.0342, -0.0656], [-0.0474, 0.0541, 0.0721], [0.0002, -0.0211, -0.0901], [0.0640, -0.0688, -0.0579], [0.0140, -0.0053, -0.0267], [-0.0146, 0.0152, -0.0237], [0.0097, -0.0008, 0.0076], [-0.0152, -0.0024, 0.0323], [-0.0051, 0.0120, -0.0115], [0.0255, -0.0356, -0.0004], [-0.0557, 0.0048, 0.0108], [0.0321, 0.0078, 0.0234], [0.0496, -0.0375, -0.0087], [-0.0505, 0.0260, 0.0020], [0.0501, -0.0096, -0.0329], [0.0204, -0.0075, 0.0277], [-0.0271, 0.0113, 0.0218], [-0.0137, 0.0017, 0.0118], [0.0026, 0.0071, -0.0021], [0.0055, 0.0027, 0.0025], [0.0134, -0.0072, -0.0121], [-0.0155, -0.0273, 0.0170], [0.0118, 0.0276, 0.0003], [-0.0108, -0.0122, -0.0291], [0.0248, 0.0163, 0.0159], [0.0023, 0.0571, 0.0072], [0.0128, -0.0339, 0.0578], [-0.0457, 0.0604, 0.0011], [0.0054, 0.0015, -0.0007], [0.0200, -0.0517, -0.0294], [0.0102, -0.0138, -0.0114], [-0.0031, -0.0035, 0.0085], [0.0031, 0.0053, -0.0208], [-0.0089, -0.0105, -0.0208], [0.0180, -0.0017, -0.0310], [0.0023, -0.0097, 0.0350], [-0.0336, 0.0038, -0.0111], [0.0214, 0.0047, 0.0244], [0.0242, 0.0464, -0.0001], [-0.0285, -0.0539, 0.0049], [0.0254, 0.0397, -0.0137], [-0.0275, 0.0012, -0.0488], [-0.0509, -0.0543, 0.0648], [-0.0097, -0.0104, 0.0110], [-0.0043, -0.0011, -0.0059], [-0.0065, 0.0033, 0.0019], [0.0132, 0.0077, -0.0072], [0.0096, -0.0017, 0.0298], [-0.0166, 0.0047, -0.0300], [0.0238, -0.0123, -0.0127], [-0.0104, 0.0204, -0.0051], [-0.0003, -0.0497, -0.0428], [-0.0173, 0.0748, 0.0561], [-0.0589, -0.0907, -0.0210], [0.0087, 0.0119, 0.0099], [0.0355, 0.0162, 0.0258], [0.0053, 0.0020, 0.0103], [0.0006, 0.0063, -0.0056], [-0.0072, -0.0026, -0.0019], [-0.0071, -0.0105, -0.0151], [0.0775, -0.0060, 0.0212], [-0.0227, 0.0545, -0.0031], [-0.0295, -0.0160, 0.0103], [0.0097, 0.0142, -0.0185]]
}